The following is a DFT calculation (ωB97M-V/def2-TZVPD) of 2 unconnected molecules or ions with the total composition C2H7OS.

Orbital gap = 5.7 eV
DFT total energy = -553.783520 Ha
Energy relative to the best compared isomer or geometry (same formula, charge and spin) = 50.5 kcal/mol
Charge = -1
Maximum force = 0.38 eV/Å

```
11
Properties=species:S:1:pos:R:3:forces:R:3:nbo_charge:R:1
O -0.6368 -2.5859 1.0179 -0.3 0.1 -0.1 -0.971
H -0.6269 -1.9416 0.2868 0.1 -0.2 0.1 0.493
C -1.2743 0.8568 0.0902 -0.1 -0.2 0.1 -1.134
S 0.2719 0.2418 -0.3071 -0.2 0.3 -0.1 0.067
C 1.3704 1.6655 -0.7411 0.1 0.3 -0.2 -0.808
H -1.5820 0.9081 1.1303 0.1 0.2 0.0 0.160
H -2.0269 1.0297 -0.6737 0.1 -0.1 0.0 0.162
H -1.0342 -2.0361 1.7040 0.1 -0.1 0.0 0.464
H 0.8643 2.5871 -0.4545 -0.1 -0.1 0.4 0.209
H 1.5071 1.7478 -1.8252 0.2 -0.2 0.0 0.176
H 2.3411 1.5830 -0.2349 -0.1 0.0 -0.1 0.180
```
Positions in Å, forces in eV/Å.